(1)
Computed, not measured: a structure of composition C34H35AsN2O3PS4SbTc, with ωB97M-V/def2-TZVPD.

Geometry as ORCA input:
```
! RIJCOSX wB97M-V def2-TZVPD def2/J DEFGRID3
* xyz 3 1
Tc 0.494 -2.026 -0.242
S 1.314 -6.737 0.124
Sb -0.239 -5.390 0.863
S 1.128 -3.095 1.594
S -0.620 -3.646 -1.004
S -1.942 -5.311 2.238
C 3.766 -5.064 -2.140
C 4.680 -4.783 -0.957
C 4.632 -3.316 -0.418
C 5.595 -3.149 0.774
C 5.553 -1.756 1.388
C 5.069 -2.400 -1.562
O 6.207 -2.303 -1.906
N 4.068 -1.682 -2.258
C 2.774 -1.606 -1.887
O 1.894 -0.955 -2.429
N 2.412 -2.286 -0.720
C 3.230 -3.029 0.001
O 2.790 -3.545 1.087
H 3.885 -6.101 -2.452
H 4.011 -4.444 -3.005
H 2.710 -4.932 -1.891
H 5.723 -4.953 -1.230
H 4.448 -5.438 -0.116
H 6.593 -3.371 0.398
H 5.349 -3.912 1.513
H 5.817 -0.990 0.656
H 6.272 -1.681 2.203
H 4.568 -1.524 1.805
H 4.374 -1.164 -3.074
C -1.809 0.888 -0.295
C -0.927 1.732 -1.213
As -2.103 3.201 -1.705
C -3.443 2.864 -2.902
C -4.413 3.867 -3.157
C -5.402 3.618 -4.076
C -5.411 2.404 -4.770
C -4.431 1.426 -4.556
C -3.433 1.656 -3.644
C -2.398 4.528 -0.437
C -3.709 4.750 0.027
C -3.905 5.709 0.998
C -2.829 6.465 1.462
C -1.536 6.253 0.985
C -1.307 5.277 0.038
P -0.894 -0.377 0.793
C 0.546 0.449 1.505
C 0.760 0.609 2.876
C 1.986 1.065 3.333
C 3.014 1.350 2.442
C 2.821 1.174 1.080
C 1.593 0.726 0.609
C -2.192 -0.728 1.972
C -2.916 -1.909 1.821
C -3.974 -2.180 2.677
C -4.301 -1.283 3.680
C -3.588 -0.094 3.825
C -2.544 0.194 2.968
H -2.516 0.286 -0.871
H -2.385 1.484 0.420
H -0.606 1.232 -2.126
H -0.063 2.170 -0.714
H -4.366 4.821 -2.646
H -6.157 4.364 -4.282
H -6.181 2.225 -5.510
H -4.458 0.505 -5.121
H -2.657 0.916 -3.490
H -4.544 4.167 -0.340
H -4.898 5.880 1.392
H -3.002 7.233 2.205
H -0.716 6.855 1.350
H -0.305 5.115 -0.341
H -0.002 0.336 3.592
H 2.145 1.186 4.397
H 3.968 1.699 2.814
H 3.621 1.385 0.382
H 1.462 0.599 -0.464
H -2.644 -2.630 1.062
H -4.525 -3.105 2.567
H -5.115 -1.505 4.358
H -3.849 0.601 4.612
H -2.016 1.134 3.070
*
```

Output
energy	-167126.97085	eV
F_max	0.76	eV Å⁻¹
energy relative to the best compared isomer or geometry (same formula, charge and spin)	20.8	kcal per mole



(2)
Computed, not measured: a cluster of 8 separate species, C34H35Br2F5N2O4 in total at a distorted geometry, with ωB97M-V/def2-TZVPD.

Geometry as ORCA input:
```
! RIJCOSX wB97M-V def2-TZVPD def2/J DEFGRID3
* xyz 0 1
C 0.930 -1.158 -4.283
N 0.434 0.055 -4.956
O -0.186 0.866 -4.302
O 0.706 0.165 -6.135
H 0.538 -1.221 -3.275
H 2.014 -1.191 -4.307
H 0.579 -2.008 -4.868
C -0.545 -5.725 2.420
N 0.529 -4.778 2.794
O 0.261 -3.598 2.786
O 1.589 -5.258 3.146
H -0.105 -6.583 1.920
H -1.227 -5.257 1.718
H -1.048 -6.045 3.327
F -1.795 -5.206 -7.244
C -1.505 -4.891 -5.974
C -0.278 -5.248 -5.465
C 0.105 -4.832 -4.191
C -0.821 -4.142 -3.429
C -2.067 -3.800 -3.934
C -2.410 -4.160 -5.233
H 0.413 -5.778 -6.112
H 1.126 -5.024 -3.896
H -0.564 -3.787 -2.435
H -2.780 -3.323 -3.276
H -3.398 -3.946 -5.620
F -1.055 2.734 -0.394
C -1.142 1.383 -0.405
C -0.621 0.704 0.674
C -0.697 -0.684 0.661
C -1.189 -1.345 -0.464
C -1.698 -0.629 -1.544
C -1.732 0.758 -1.483
H -0.213 1.235 1.521
H -0.167 -1.272 1.400
H -1.156 -2.429 -0.430
H -2.157 -1.146 -2.377
H -2.229 1.334 -2.251
F 3.031 -0.961 -0.824
C 2.995 0.364 -1.056
C 1.906 0.915 -1.671
C 1.844 2.276 -1.885
C 2.929 3.084 -1.523
C 4.022 2.508 -0.912
C 4.072 1.143 -0.683
H 1.049 0.294 -1.914
H 0.963 2.784 -2.257
H 2.794 4.157 -1.577
H 4.844 3.130 -0.578
H 4.963 0.671 -0.286
F -4.087 -1.308 4.640
C -2.776 -1.019 4.774
C -2.339 0.257 4.487
C -0.992 0.550 4.639
C -0.120 -0.455 5.043
C -0.571 -1.744 5.296
C -1.912 -2.042 5.118
H -3.059 1.028 4.242
H -0.566 1.493 4.319
H 0.934 -0.230 5.163
H 0.106 -2.521 5.621
H -2.302 -3.043 5.250
F 0.321 4.999 3.478
C 1.161 3.951 3.558
C 1.824 3.705 4.740
C 2.764 2.686 4.777
C 2.988 1.900 3.651
C 2.295 2.141 2.473
C 1.365 3.173 2.437
H 1.637 4.247 5.659
H 3.286 2.466 5.698
H 3.776 1.155 3.641
H 2.451 1.519 1.603
H 0.746 3.400 1.574
Br -4.620 6.051 -1.107
C -2.774 5.466 -1.322
C -1.903 6.674 -1.416
Br -0.060 6.078 -1.475
H -2.722 4.905 -2.252
H -2.552 4.822 -0.483
H -2.006 7.243 -0.494
H -2.141 7.321 -2.251
*
```

Output
energy	-200662.59787	eV
structure (SMILES)	C[N+](=O)[O-].C[N+](=O)[O-].Fc1ccccc1.Fc1ccccc1.Fc1ccccc1.Fc1ccccc1.Fc1ccccc1.BrCCBr
F_max	1.33	eV Å⁻¹



(3)
Computed, not measured: a structure of composition C34H35BrCrN4O4S4, with ωB97M-V/def2-TZVPD.

Geometry as ORCA input:
```
! RIJCOSX wB97M-V def2-TZVPD def2/J DEFGRID3
* xyz 1 2
Cr -0.281 0.811 0.473
C -0.239 -3.487 -3.658
C -0.327 -4.043 -2.237
S -0.257 -2.806 -0.876
C 1.353 -3.209 -0.130
C 2.582 -2.945 -0.997
S 2.905 -1.176 -1.316
C 2.988 -1.114 -3.134
C 1.649 -1.356 -3.819
S 1.443 -3.120 -4.238
H -0.834 -2.584 -3.773
H -0.604 -4.243 -4.355
H 0.463 -4.773 -2.064
H -1.292 -4.539 -2.116
H 1.333 -4.261 0.159
H 1.376 -2.594 0.771
H 2.501 -3.436 -1.962
H 3.458 -3.333 -0.474
H 3.746 -1.817 -3.478
H 3.337 -0.100 -3.340
H 1.599 -0.801 -4.757
H 0.825 -1.044 -3.184
C -5.350 -2.046 -5.480
C -4.604 -1.280 -4.429
C -4.731 0.103 -4.313
C -3.977 0.812 -3.393
C -3.106 0.123 -2.563
C -3.013 -1.260 -2.608
C -3.751 -1.951 -3.550
S -1.945 1.043 -1.601
O -1.904 2.382 -2.100
O -0.652 0.319 -1.633
N -2.201 1.019 -0.004
C -3.116 0.204 0.653
C -4.476 0.133 0.461
C -5.265 -0.627 1.343
C -4.719 -1.289 2.409
C -3.320 -1.290 2.595
C -2.644 -1.949 3.644
C -1.274 -1.936 3.666
C -0.568 -1.279 2.652
N -1.161 -0.604 1.686
C -2.525 -0.584 1.672
H -5.996 -1.394 -6.064
H -5.958 -2.829 -5.025
H -4.650 -2.533 -6.160
H -5.408 0.632 -4.970
H -4.034 1.890 -3.321
H -2.357 -1.767 -1.914
H -3.653 -3.027 -3.627
H -4.938 0.697 -0.338
H -6.335 -0.654 1.189
H -5.348 -1.825 3.108
H -3.207 -2.453 4.418
H -0.722 -2.435 4.450
H 0.514 -1.296 2.637
N -1.140 3.809 0.993
C -0.279 3.746 -0.047
C -0.034 4.889 -0.831
C 0.841 4.816 -1.881
C 1.513 3.615 -2.132
C 1.227 2.538 -1.342
N 0.338 2.576 -0.328
H -1.522 4.697 1.260
H -1.167 3.064 1.666
H -0.555 5.805 -0.590
H 1.022 5.684 -2.500
H 2.231 3.532 -2.933
H 1.707 1.578 -1.487
Br 1.083 1.900 5.199
C 2.700 1.881 4.215
C 3.869 2.163 4.902
C 5.085 2.137 4.240
C 5.144 1.813 2.893
C 3.984 1.507 2.212
C 2.743 1.545 2.854
C 1.561 1.204 2.033
O 0.378 1.578 2.301
O 1.697 0.512 0.986
H 3.822 2.397 5.956
H 5.990 2.368 4.785
H 6.096 1.793 2.381
H 4.000 1.228 1.166
*
```

Output
energy	-191778.02766	eV
F_max	0.92	eV Å⁻¹
energy relative to the best compared isomer or geometry (same formula, charge and spin)	15.1	kcal per mole



Q: Look up the F_max of the second one.
A: 1.33 eV Å⁻¹



Q: Which of these has the lowest F_max?
A: C34H35AsN2O3PS4SbTc